{"formula": "C26H42BF15NO11Si", "method": "the ωB97M-V functional and the def2-TZVPD basis", "elements": ["C", "B", "O", "C", "C", "N", "Si", "C", "C", "C", "H", "H", "H", "H", "H", "H", "H", "H", "H", "H", "H", "H", "H", "H", "H", "H", "H", "C", "C", "O", "C", "O", "C", "F", "F", "F", "H", "H", "H", "H", "H", "C", "C", "O", "C", "O", "C", "F", "F", "F", "H", "H", "H", "H", "H", "C", "C", "O", "C", "O", "C", "F", "F", "F", "H", "H", "H", "H", "H", "C", "C", "O", "C", "O", "C", "F", "F", "F", "H", "H", "H", "H", "H", "C", "C", "O", "C", "O", "C", "F", "F", "F", "H", "H", "H", "H", "H"], "xyz": [[0.370, -4.867, -1.595], [-1.068, -4.855, -2.333], [-1.143, -4.047, -3.501], [-2.210, -5.706, -1.764], [-2.276, -7.010, -2.558], [-3.126, -7.999, -1.877], [-3.854, -4.838, -1.809], [-3.799, -3.009, -2.348], [-5.199, -5.679, -2.863], [-4.524, -4.786, -0.024], [1.147, -4.482, -2.254], [0.556, -5.903, -1.347], [0.333, -4.274, -0.689], [-0.755, -3.174, -3.336], [-2.620, -6.892, -3.588], [-1.252, -7.411, -2.640], [-2.712, -8.254, -0.992], [-3.283, -8.826, -2.442], [-4.818, -2.631, -2.353], [-3.407, -2.913, -3.354], [-3.194, -2.386, -1.696], [-5.582, -6.513, -2.289], [-4.795, -6.092, -3.782], [-6.000, -4.991, -3.117], [-5.538, -4.392, 0.053], [-4.542, -5.800, 0.363], [-3.840, -4.211, 0.586], [-9.433, 1.913, -1.322], [-8.359, 1.272, -2.171], [-7.130, 1.127, -1.435], [-7.062, 0.078, -0.622], [-7.914, -0.740, -0.444], [-5.678, 0.034, 0.046], [-5.328, 1.253, 0.508], [-4.761, -0.355, -0.845], [-5.678, -0.812, 1.073], [-9.083, 2.866, -0.920], [-10.326, 2.090, -1.915], [-9.696, 1.278, -0.477], [-8.119, 1.908, -3.019], [-8.678, 0.307, -2.561], [2.090, -1.840, -1.504], [2.627, -0.475, -1.870], [3.690, -0.062, -0.977], [4.890, -0.548, -1.233], [5.206, -1.277, -2.125], [5.893, 0.015, -0.212], [5.415, -0.044, 1.039], [6.164, 1.305, -0.493], [7.042, -0.666, -0.249], [1.765, -1.859, -0.463], [1.243, -2.095, -2.136], [2.848, -2.611, -1.624], [1.854, 0.282, -1.759], [2.982, -0.442, -2.899], [8.215, 2.238, 1.628], [9.567, 2.342, 2.298], [9.916, 3.717, 2.575], [9.387, 4.247, 3.664], [8.664, 3.710, 4.450], [9.881, 5.695, 3.822], [9.811, 6.363, 2.662], [11.162, 5.693, 4.233], [9.149, 6.341, 4.729], [8.189, 2.848, 0.726], [8.015, 1.206, 1.359], [7.420, 2.584, 2.287], [10.350, 1.978, 1.636], [9.609, 1.759, 3.217], [9.205, 3.120, 7.658], [10.187, 2.003, 7.391], [11.277, 2.017, 8.337], [11.035, 1.463, 9.515], [10.017, 0.950, 9.874], [12.302, 1.533, 10.384], [12.865, 2.749, 10.325], [13.202, 0.632, 9.950], [12.014, 1.261, 11.657], [9.717, 4.083, 7.667], [8.441, 3.139, 6.884], [8.718, 2.995, 8.625], [10.653, 2.132, 6.417], [9.702, 1.028, 7.402], [-11.292, 3.590, -7.333], [-10.000, 4.169, -6.800], [-10.224, 4.926, -5.592], [-10.326, 4.220, -4.476], [-10.250, 3.030, -4.384], [-10.517, 5.188, -3.293], [-11.424, 6.131, -3.594], [-9.354, 5.801, -3.019], [-10.926, 4.554, -2.195], [-12.030, 4.378, -7.482], [-11.114, 3.091, -8.285], [-11.715, 2.865, -6.638], [-9.578, 4.879, -7.507], [-9.256, 3.396, -6.617]], "max_force_ev_per_a": 1.90, "gap_ev": 3.544, "e_homo_ev": -2.01, "energy_ha": -3710.78543, "spin_multiplicity": 1, "charge": -1}